# 1
The following is a DFT calculation (wB97M-V/def2-TZVPD) of a 3-piece molecular cluster, C4H16NO2 overall at a distorted geometry.

## Properties
- Energy relative to the best compared isomer or geometry (same formula, charge and spin): 2.732 eV
- Total energy: -366.92909 hartree
- Orbital gap: 11.45 eV
- Max |F|: 0.1226 hartree/bohr

```
! wB97M-V def2-TZVPD RIJCOSX def2/J DEFGRID3
* xyz 1 1
C 0.23812 -2.35815 0.03785
C -0.28965 -0.96100 -0.27360
N 0.40372 0.23848 0.16967
C 1.30897 0.84315 -0.94007
C 2.40850 1.53575 -0.30227
H 0.55092 -2.68007 0.95176
H 0.98619 -2.54655 -0.70508
H -0.46516 -3.28074 -0.08919
H -0.46990 -0.93689 -1.28791
H -1.36927 -1.11010 0.19711
H 0.84570 0.11488 1.09739
H -0.38386 0.92828 0.44099
H 0.65383 1.37394 -1.64815
H 1.71028 -0.03355 -1.37817
H 2.98287 0.71746 0.43408
H 3.14717 1.74638 -1.04883
H 2.23406 2.40017 0.26736
H -1.28421 3.01911 2.14708
H -1.04145 1.70775 3.17317
O -1.35307 1.99489 2.23112
H -4.00042 -1.56261 -1.33903
H -3.46068 -0.29097 -0.66618
O -3.35265 -0.85959 -1.46911
*
```

Atom charges from the Löwdin analysis, given in e for atoms 1 to 6: atom 1 (C): -0.068, atom 2 (C): -0.229, atom 3 (N): 0.036, atom 4 (C): -0.170, atom 5 (C): -0.084, atom 6 (H): 0.038

***

# 2
The following is a DFT calculation (wB97M-V/def2-TZVPD) of C17H23F5IO3P as an isolated structure at a distorted geometry.

## Properties
- Total energy: -2025.57718 hartree
- Orbital gap: 5.84 eV
- Max |F|: 0.0278 hartree/bohr

```
! wB97M-V def2-TZVPD RIJCOSX def2/J DEFGRID3
* xyz 0 1
C -4.09479 -0.86412 0.60388
C -2.63754 -1.22443 0.93998
C -2.38513 -2.73486 0.83947
O -1.14972 -3.13500 0.20788
C -0.01203 -2.65671 0.86144
P 0.89018 -1.51757 -0.27225
C 1.15482 -2.43732 -1.80638
I 2.66309 -3.94443 -1.59708
C 1.44878 -1.55403 -3.01957
C 0.38490 -0.46748 -3.24915
C 2.53622 -1.00219 0.49532
F 3.39393 -0.83981 -0.55578
F 3.04517 -1.96828 1.26963
C 2.47499 0.32651 1.20986
C 3.66577 0.90446 1.60087
C 3.62170 2.13358 2.21990
C 2.43457 2.80411 2.43166
C 1.28550 2.19231 2.02014
C -0.04433 2.87183 2.14613
F -1.02220 2.00862 1.88511
F -0.09068 3.88207 1.28334
F -0.23254 3.36925 3.37675
C 1.28993 0.96072 1.42944
H -4.61303 -1.71356 0.16303
H -4.63767 -0.55770 1.49404
H -4.14430 -0.04431 -0.10861
H -1.99610 -0.68480 0.24639
H -2.47542 -0.93524 1.97649
H -2.47263 -3.20311 1.82021
H -3.17653 -3.15811 0.23340
H -0.22047 -2.16415 1.80994
H 0.66432 -3.49957 1.01208
H 0.17935 -0.36174 -0.59390
H 0.22185 -2.96398 -1.98538
H 1.42344 -2.21399 -3.88282
H 2.43598 -1.11041 -2.97396
H 0.62182 0.40254 -2.63991
H -0.62547 -0.80305 -3.02700
H 0.41337 -0.13374 -4.28017
H 4.59823 0.40382 1.40491
H 4.55693 2.58815 2.50555
H 2.42907 3.77402 2.89682
H 0.35150 0.52868 1.13457
C -1.41808 2.95997 -1.15204
C -2.18545 2.31139 -2.32236
O -1.98869 1.06847 -2.46648
O -2.89637 3.07161 -2.99110
H -0.83067 2.18650 -0.64847
H -0.73985 3.73279 -1.51817
H -2.09568 3.41230 -0.42766
*
```

Atom charges from the Löwdin analysis, given in e for atoms 1 to 6: atom 1 (C): -0.074, atom 2 (C): -0.217, atom 3 (C): -0.185, atom 4 (O): -0.175, atom 5 (C): -0.302, atom 6 (P): 1.162

***

# 3
The following is a DFT calculation (wB97M-V/def2-TZVPD) of a single C16H17FN2O3S2 molecule at a distorted geometry.

## Properties
- SMILES: O=C(NCc1cccs1)[C@@H]1CCCN1S(=O)(=O)c1ccccc1F
- Energy relative to the best compared isomer or geometry (same formula, charge and spin): 14.855 eV
- Total energy: -1850.80454 hartree
- Orbital gap: 9.28 eV
- Max |F|: 0.3514 hartree/bohr

```
! wB97M-V def2-TZVPD RIJCOSX def2/J DEFGRID3
* xyz 0 1
O -1.54937 -2.75586 0.42147
C -1.05426 -1.73372 -0.17459
N -1.60790 -0.43422 0.02043
H -1.29198 0.27217 -0.37954
C -2.76781 -0.50228 0.90402
C -4.07457 0.18265 0.50323
C -5.20526 -0.50309 0.13578
C -6.09842 0.52060 -0.70575
C -5.74620 1.82428 -0.61332
S -4.11108 1.93642 0.20911
H -6.27968 2.86784 -0.83799
H -7.11469 0.26947 -1.10826
H -5.21023 -1.62576 -0.09948
H -2.99831 -1.22328 1.50916
H -2.40461 0.30727 1.71617
C -0.08317 -1.71225 -1.02105
N 1.20969 -1.27028 -0.46520
S 1.09109 0.35931 0.21225
O 0.41342 1.31837 -0.80723
O 0.78580 0.47378 1.64493
C 2.78318 0.92042 -0.22237
C 3.73562 0.68690 0.89191
C 5.15040 1.11669 0.55584
C 5.36503 1.80782 -0.45404
C 4.40870 2.26684 -1.74918
C 3.19859 1.70251 -1.26535
H 2.30662 1.74995 -1.91059
H 4.66401 2.84781 -2.41600
H 6.35984 2.04712 -0.70647
H 5.96554 0.68901 1.26899
F 3.61416 -0.04108 1.77349
C 1.85476 -2.16875 0.09428
C 1.30737 -3.43120 -0.22881
H 2.01910 -4.34029 -0.49280
C 0.42482 -3.15825 -1.48271
H -0.34297 -3.55988 -1.60066
H 1.10831 -3.06491 -2.55195
H 0.60570 -3.84764 0.77796
H 1.75160 -1.94854 1.31404
H 2.83390 -1.94537 0.06376
H -0.19057 -1.14977 -1.85796
*
```

Atom charges from the Löwdin analysis, given in e for atoms 1 to 6: atom 1 (O): 0.061, atom 2 (C): -0.404, atom 3 (N): 0.132, atom 4 (H): -0.021, atom 5 (C): -0.160, atom 6 (C): -0.544

***

- Among the records above, which one has the lowest orbital gap?
  C17H23F5IO3P

***

- Number 1 is which compound?
  C4H16NO2

***

Please write out number 1 again, unchanged.
The following is a DFT calculation (wB97M-V/def2-TZVPD) of a 3-piece molecular cluster, C4H16NO2 overall at a distorted geometry.

## Properties
- Energy relative to the best compared isomer or geometry (same formula, charge and spin): 2.732 eV
- Total energy: -366.92909 hartree
- Orbital gap: 11.45 eV
- Max |F|: 0.1226 hartree/bohr

```
! wB97M-V def2-TZVPD RIJCOSX def2/J DEFGRID3
* xyz 1 1
C 0.23812 -2.35815 0.03785
C -0.28965 -0.96100 -0.27360
N 0.40372 0.23848 0.16967
C 1.30897 0.84315 -0.94007
C 2.40850 1.53575 -0.30227
H 0.55092 -2.68007 0.95176
H 0.98619 -2.54655 -0.70508
H -0.46516 -3.28074 -0.08919
H -0.46990 -0.93689 -1.28791
H -1.36927 -1.11010 0.19711
H 0.84570 0.11488 1.09739
H -0.38386 0.92828 0.44099
H 0.65383 1.37394 -1.64815
H 1.71028 -0.03355 -1.37817
H 2.98287 0.71746 0.43408
H 3.14717 1.74638 -1.04883
H 2.23406 2.40017 0.26736
H -1.28421 3.01911 2.14708
H -1.04145 1.70775 3.17317
O -1.35307 1.99489 2.23112
H -4.00042 -1.56261 -1.33903
H -3.46068 -0.29097 -0.66618
O -3.35265 -0.85959 -1.46911
*
```

Atom charges from the Löwdin analysis, given in e for atoms 1 to 6: atom 1 (C): -0.068, atom 2 (C): -0.229, atom 3 (N): 0.036, atom 4 (C): -0.170, atom 5 (C): -0.084, atom 6 (H): 0.038